No. 1
This record from the OMol25 dataset describes a 8-piece molecular cluster, C48H48F7S2 overall at a distorted geometry. The level of theory is ωB97M-V/def2-TZVPD.

For the HOMO-LUMO gap, the calculation gives 6.92 eV. As for the net charge: +1. The spin multiplicity is 1.

```
105
Properties=species:S:1:pos:R:3:mulliken_charge:R:1
C -3.6358 -4.1904 1.5149 -0.883
C -2.9942 -3.0859 1.9348 -0.286
C -1.6313 -2.6919 1.4275 -0.105
S -0.5155 -2.5332 2.8704 0.090
C 0.5140 -4.0267 3.0083 -0.293
C -0.3157 -5.2076 3.5231 -0.843
C -0.7498 -6.1541 2.3934 -0.335
S 0.6566 -6.9331 1.5459 -0.230
H -3.6514 -4.5165 0.4805 0.336
H -4.1546 -4.8135 2.2349 0.287
H -3.4416 -2.4306 2.6774 0.330
H -1.6581 -1.6877 0.9918 0.252
H -1.2395 -3.3796 0.6858 0.465
H 0.3558 -1.5412 2.6080 0.275
H 0.9149 -4.2182 2.0141 0.124
H 1.3532 -3.7769 3.6516 0.540
H 0.3147 -5.7440 4.2268 0.365
H -1.2264 -4.8580 4.0101 0.438
H -1.4133 -6.9114 2.7966 0.422
H -1.2794 -5.5672 1.6478 -0.035
H 0.6750 -6.2299 0.4065 0.139
F -4.0397 -0.8092 4.8684 -0.350
C -4.8658 0.0022 4.1643 0.406
C -4.3424 0.7915 3.1592 -0.252
C -5.1927 1.6159 2.4366 -0.364
C -6.5482 1.6436 2.7289 -0.641
C -7.0544 0.8420 3.7429 -0.292
C -6.2119 0.0108 4.4666 -0.624
H -3.2811 0.7661 2.9442 0.427
H -4.7947 2.2354 1.6443 0.494
H -7.2092 2.2888 2.1670 0.397
H -8.1101 0.8648 3.9752 0.374
H -6.5892 -0.6226 5.2583 0.429
F -3.1894 0.1660 -0.3992 -0.270
C -2.9379 -0.0029 -1.7227 0.530
C -2.4110 1.0461 -2.4469 -0.401
C -2.1430 0.8632 -3.7963 -0.495
C -2.4189 -0.3583 -4.4003 -0.649
C -2.9579 -1.3974 -3.6532 -0.373
C -3.2163 -1.2255 -2.2993 -0.449
H -2.2109 1.9897 -1.9623 0.375
H -1.7187 1.6719 -4.3748 0.447
H -2.2119 -0.5002 -5.4520 0.394
H -3.1766 -2.3462 -4.1238 0.379
H -3.6317 -2.0247 -1.6978 0.540
F 1.4623 0.3767 -4.0914 -0.328
C 1.5845 -0.3175 -2.9492 0.050
C 2.8216 -0.3921 -2.3364 -0.368
C 2.9419 -1.1008 -1.1499 -0.702
C 1.8291 -1.7279 -0.6045 -0.186
C 0.5996 -1.6497 -1.2422 -0.383
C 0.4710 -0.9352 -2.4184 -0.307
H 3.6735 0.1037 -2.7831 0.493
H 3.9002 -1.1582 -0.6526 0.428
H 1.9274 -2.2832 0.3230 0.281
H -0.2630 -2.1449 -0.8212 0.451
H -0.4842 -0.8551 -2.9134 0.450
F -2.9484 4.0948 -2.9676 -0.226
C -2.9953 5.0901 -2.0517 0.675
C -3.5254 6.3083 -2.4216 -0.559
C -3.5758 7.3260 -1.4807 -0.355
C -3.0925 7.1170 -0.1963 -0.567
C -2.5602 5.8840 0.1513 -0.623
C -2.5125 4.8561 -0.7799 -0.273
H -3.8902 6.4522 -3.4296 0.429
H -3.9935 8.2856 -1.7526 0.370
H -3.1303 7.9152 0.5321 0.380
H -2.1786 5.7205 1.1501 0.375
H -2.1061 3.8861 -0.5249 0.386
F 5.9863 5.2040 -0.3458 -0.263
C 5.5709 4.5318 -1.4393 0.440
C 6.4717 4.2788 -2.4534 -0.560
C 6.0365 3.5828 -3.5716 -0.318
C 4.7166 3.1612 -3.6635 -0.733
C 3.8288 3.4336 -2.6315 -0.263
C 4.2557 4.1206 -1.5047 -0.481
H 7.4932 4.6230 -2.3640 0.424
H 6.7303 3.3709 -4.3736 0.371
H 4.3804 2.6228 -4.5399 0.463
H 2.7983 3.1106 -2.7039 0.462
H 3.5832 4.3391 -0.6859 0.433
F -0.8137 -11.8917 -2.9287 -0.309
C 0.1777 -11.3347 -2.2096 0.368
C -0.0905 -10.2018 -1.4681 -0.652
C 0.9328 -9.6319 -0.7244 0.517
C 2.2027 -10.1931 -0.7385 -0.513
C 2.4495 -11.3307 -1.4949 -0.286
C 1.4311 -11.9126 -2.2351 -0.494
H -1.0865 -9.7790 -1.4776 0.395
H 0.7350 -8.7458 -0.1307 -0.149
H 2.9997 -9.7451 -0.1593 0.364
H 3.4384 -11.7682 -1.5099 0.374
H 1.5999 -12.8029 -2.8254 0.415
F 3.3093 7.7953 1.1320 -0.293
C 4.3176 8.2790 1.8903 0.291
C 4.0848 9.3821 2.6861 -0.428
C 5.1224 9.8713 3.4664 -0.353
C 6.3690 9.2614 3.4347 -0.515
C 6.5788 8.1552 2.6227 -0.444
C 5.5461 7.6528 1.8443 -0.310
H 3.1076 9.8461 2.6904 0.416
H 4.9560 10.7316 4.1002 0.360
H 7.1757 9.6490 4.0420 0.373
H 7.5503 7.6807 2.5929 0.375
H 5.6854 6.7890 1.2103 0.549
```

=====

No. 2
This record from the OMol25 dataset describes one molecule with the formula H2N2O3S at a distorted geometry. The level of theory is ωB97M-V/def2-TZVPD.

For the HOMO-LUMO gap, the calculation gives 10.11 eV. The spin multiplicity is 1. The energy above the lowest of the compared OMol25 structures with the same formula, charge and spin is 47.8 kcal per mole.

```
8
Properties=species:S:1:pos:R:3:mulliken_charge:R:1
N 0.3038 0.2371 0.0325 -0.623
N 0.0460 2.3058 1.6854 0.680
O -0.5639 1.6651 2.5425 -0.493
O 1.0747 2.9776 1.7093 -0.450
O -0.2717 2.6614 -0.8374 -0.390
S -0.7714 1.7537 0.0720 0.627
H 1.1911 0.6491 0.3146 0.320
H -0.0349 -0.2872 0.8780 0.329
```

=====

No. 3
This record from the OMol25 dataset describes C45H50GeIrN2O2P2S as an isolated structure at a distorted geometry. The level of theory is ωB97M-V/def2-TZVPD.

For the HOMO-LUMO gap (alpha / beta), the calculation gives 6.44 / 6.72 eV. The spin multiplicity is 6. The energy above the lowest of the compared OMol25 structures with the same formula, charge and spin is 16.8 kcal per mole.

```
104
Properties=species:S:1:pos:R:3:mulliken_charge:R:1
Ir 0.1575 -0.3385 -0.6861 3.955
C 1.7825 -1.9082 2.0225 -1.254
C 1.6163 -0.5146 2.6053 -1.799
P 0.1804 0.4670 1.9195 1.034
C 0.7019 2.0060 2.7995 1.166
C 1.5139 2.9157 2.1340 -0.461
C 1.9918 4.0438 2.7741 -0.984
C 1.6744 4.2741 4.1013 -0.654
C 0.8806 3.3641 4.7792 -0.811
C 0.3950 2.2388 4.1375 -0.666
C -1.2293 0.0011 2.9711 0.594
C -1.3557 -1.2139 3.6333 -0.799
C -2.4665 -1.4666 4.4202 -0.708
C -3.4720 -0.5232 4.5395 -0.638
C -3.3716 0.6763 3.8489 -0.677
C -2.2569 0.9379 3.0767 -0.346
P 1.9497 -1.8854 0.1858 1.092
C 3.6300 -1.2615 -0.1743 0.619
C 4.6973 -1.3490 0.7115 -0.515
C 5.9434 -0.8669 0.3508 -0.727
C 6.1407 -0.3005 -0.8978 -0.694
C 5.0901 -0.2344 -1.7976 -0.886
C 3.8440 -0.7096 -1.4360 -0.474
C 2.2072 -3.6370 -0.2137 0.607
C 1.9727 -4.6797 0.6814 -0.318
C 2.2041 -5.9871 0.2993 -0.824
C 2.6631 -6.2782 -0.9755 -0.550
C 2.8793 -5.2463 -1.8781 -0.829
C 2.6364 -3.9399 -1.5078 -0.600
H 0.8814 -2.4980 2.2088 0.179
H 2.6347 -2.4177 2.4838 0.869
H 2.5015 0.0852 2.3722 0.653
H 1.5123 -0.5514 3.6941 0.627
H 1.7819 2.7367 1.1041 0.053
H 2.6131 4.7411 2.2327 0.477
H 2.0449 5.1556 4.6037 0.409
H 0.6418 3.5307 5.8197 0.439
H -0.2235 1.5438 4.6876 0.519
H -0.5981 -1.9746 3.5327 0.079
H -2.5479 -2.4081 4.9444 0.394
H -4.3392 -0.7223 5.1530 0.345
H -4.1646 1.4078 3.9169 0.456
H -2.1669 1.8708 2.5308 0.385
H 4.5644 -1.8038 1.6824 0.356
H 6.7666 -0.9366 1.0492 0.436
H 7.1128 0.0785 -1.1756 0.400
H 5.2407 0.1976 -2.7774 0.456
H 3.0102 -0.6435 -2.1242 0.556
H 1.6221 -4.4815 1.6826 0.324
H 2.0294 -6.7866 1.0065 0.433
H 2.8518 -7.3036 -1.2625 0.406
H 3.2313 -5.4651 -2.8761 0.423
H 2.7807 -3.1347 -2.2152 0.311
O -0.7829 1.0694 -2.3558 -0.677
N 0.0387 1.7309 -3.1042 0.599
C -0.3056 2.0149 -4.3750 -0.416
C 0.5396 2.6865 -5.2230 -0.846
C 1.7842 3.1092 -4.7571 -0.448
C 2.1330 2.8208 -3.4588 -1.000
C 1.2625 2.1138 -2.6313 0.717
S 1.7097 1.6732 -1.0453 -0.411
H -1.2914 1.6906 -4.6699 0.550
H 0.2338 2.8783 -6.2381 0.455
H 2.4612 3.6508 -5.3967 0.426
H 3.0871 3.0984 -3.0403 0.517
C -4.4998 3.5872 -0.8065 -1.276
Ge -2.7154 4.1846 -0.1736 0.403
C -2.8844 5.2586 1.5055 -1.274
C -1.8726 5.3733 -1.5417 -1.260
C -1.5841 2.6886 0.1650 -1.025
H -5.1854 4.4227 -0.9267 0.402
H -4.9414 2.8832 -0.1059 0.357
H -4.4004 3.0893 -1.7676 0.362
H -3.3514 6.2183 1.3045 0.407
H -1.9009 5.4347 1.9327 0.378
H -3.4820 4.7318 2.2441 0.364
H -2.4213 6.3034 -1.6587 0.396
H -1.8388 4.8761 -2.5066 0.348
H -0.8545 5.6150 -1.2519 0.376
H -1.8781 1.6626 0.0475 0.553
H -0.5498 2.8482 0.4080 0.373
C -3.0229 -2.7088 0.8985 -1.538
C -2.7955 -1.4353 0.0555 0.629
C -3.9833 -0.4745 0.2059 -1.263
O -1.6224 -0.8464 0.4537 -1.603
H -3.8773 -3.2673 0.5249 0.481
H -3.1862 -2.4376 1.9379 0.274
H -2.1372 -3.3372 0.8425 0.191
H -2.7374 -1.7472 -1.0046 0.126
H -4.0245 -0.1044 1.2280 0.124
H -4.9127 -0.9871 -0.0291 0.491
H -3.8526 0.3654 -0.4724 0.283
N -2.7065 -5.5807 -5.2100 -0.592
C -2.1583 -4.8063 -4.5646 -0.205
C -1.4765 -3.8526 -3.7794 0.257
C -1.2441 -4.0880 -2.4238 -0.968
C -0.5656 -3.1458 -1.6764 0.389
C -0.1203 -1.9420 -2.2235 0.663
C -0.3306 -1.7457 -3.5881 -0.581
C -1.0051 -2.6749 -4.3599 -0.765
H -1.6025 -5.0016 -1.9693 0.560
H -0.3871 -3.3583 -0.6268 0.021
H 0.0374 -0.8545 -4.0803 0.358
H -1.1807 -2.4879 -5.4106 0.481
```

=====

No. 4
This record from the OMol25 dataset describes a 9-piece molecular cluster, H18O9 overall. The level of theory is ωB97M-V/def2-TZVPD.

For the HOMO-LUMO gap, the calculation gives 10.68 eV. The spin multiplicity is 1. The energy above the lowest of the compared OMol25 structures with the same formula, charge and spin is 77.8 kcal per mole. The SMILES is O.O.O.O.O.O.O.O.O.

```
27
Properties=species:S:1:pos:R:3:mulliken_charge:R:1
H 1.2074 -0.2470 0.0780 0.347
H -0.2459 -0.5939 -0.2004 0.297
H 2.0273 3.7719 0.8423 0.328
H 1.8983 4.2914 2.2648 0.302
H -0.8358 -3.8577 0.0745 0.361
H -0.9092 -2.5211 0.7943 0.190
H 3.6595 -0.4234 0.8777 0.279
H 4.4583 -0.4411 -0.4152 0.270
H -4.2973 0.8226 -0.2298 0.291
H -5.5948 0.7445 -1.0175 0.323
H -2.7502 1.7467 -0.6977 0.332
H -4.0499 2.5345 -0.7025 0.337
H -2.5955 -2.4051 1.4014 0.336
H -3.4174 -1.8324 0.2584 0.302
H 1.3777 1.1957 -0.7630 0.329
H 2.6219 1.7516 -1.4361 0.296
H 3.9161 -3.9642 -0.8387 0.298
H 4.5215 -2.8681 -1.7002 0.309
O 0.3083 0.0595 0.2410 -0.697
O 2.2837 4.5086 1.4084 -0.655
O -0.4838 -3.3849 0.8371 -0.602
O 3.6127 -0.1598 -0.0482 -0.556
O -5.0008 0.2118 -0.4768 -0.598
O -3.3583 2.2059 -1.2879 -0.673
O -3.4899 -2.1276 1.1730 -0.594
O 1.9242 1.9879 -0.8145 -0.559
O 4.0799 -3.0145 -0.8561 -0.591
```

=====

No. 5
This record from the OMol25 dataset describes a 2-piece molecular cluster, C6H11N overall. The level of theory is ωB97M-V/def2-TZVPD.

For the HOMO-LUMO gap, the calculation gives 9.82 eV. The spin multiplicity is 1. The energy above the lowest of the compared OMol25 structures with the same formula, charge and spin is 73.9 kcal per mole. The SMILES is CC=C=N.C=CC.

```
18
Properties=species:S:1:pos:R:3:mulliken_charge:R:1
C 2.3959 -0.0656 -1.1577 -1.064
C 0.8999 0.1957 -1.1085 0.118
C 0.3212 0.9036 -0.0624 -0.875
C -1.0482 -0.3810 1.2569 -0.159
C -2.3947 0.3008 1.1662 -1.130
C -0.7491 -1.4760 0.5169 0.356
N -0.2131 -2.0880 -0.3673 -0.716
H 2.6390 -1.0669 -1.5302 0.325
H 2.8871 0.6583 -1.8191 0.314
H 2.8456 0.0397 -0.1641 0.320
H 0.4113 0.2918 -2.0805 0.338
H 0.3890 -1.1577 -0.8695 0.200
H 0.9280 1.1817 0.7973 0.256
H -0.5566 1.5197 -0.2309 0.376
H -0.5319 -0.3108 2.2130 0.345
H -2.3273 1.3131 1.5784 0.332
H -2.7330 0.3771 0.1278 0.336
H -3.1633 -0.2355 1.7339 0.329
```

=====

No. 6
This record from the OMol25 dataset describes one molecule with the formula C5H9FSi at a distorted geometry. The level of theory is ωB97M-V/def2-TZVPD.

For the HOMO-LUMO gap, the calculation gives 10.51 eV. The spin multiplicity is 1. The energy above the lowest of the compared OMol25 structures with the same formula, charge and spin is 0.5 kcal per mole. The SMILES is CC#C[Si](C)(C)F.

```
16
Properties=species:S:1:pos:R:3:mulliken_charge:R:1
C 1.9428 0.7358 0.0867 1.283
C 0.7300 0.7235 0.0495 -0.836
C 3.3023 0.6523 -0.1247 -1.214
C -1.8829 -0.3880 1.4136 -1.072
C -1.8726 -0.4138 -1.3719 -0.988
F -1.5041 2.1737 0.0850 -0.310
Si -1.0706 0.6108 -0.0585 0.429
H 3.8260 0.5016 0.8440 0.290
H 3.6249 0.0534 -1.0103 0.290
H 3.6539 1.7068 -0.4139 0.294
H -1.7036 0.0538 2.3675 0.300
H -2.8980 -0.5600 1.3364 0.360
H -1.3128 -1.4317 1.2953 0.245
H -2.9759 -0.4910 -1.5106 0.327
H -1.4574 -0.0536 -2.3199 0.296
H -1.6892 -1.5341 -1.2272 0.304
```

=====

no.,molecular weight (u)
1,822.0
2,110.1
3,1009.7
4,162.1
5,97.2
6,116.2